[1]
DFT (ωB97M-V/def2-TZVPD) results for C24H46BN10Y as an isolated structure at a distorted geometry.

The value obtained for the LUMO energy is -4.749 eV. Its gap between HOMO and LUMO is 9.34 eV. For the largest force on an atom, the calculation gives 1.4 eV/A. For the HOMO energy, the calculation gives -14.088 eV. The calculated total energy comes out at -42250.2763 eV.

Structure (ORCA input):
```
! RIJCOSX wB97M-V def2-TZVPD def2/J DEFGRID3
* xyz 2 1
Y 0.087 0.069 0.142
C -0.850 1.380 -3.488
C -0.313 2.294 -2.440
C -0.008 3.637 -2.611
C 0.429 4.088 -1.374
C 0.835 5.467 -1.016
N 0.398 3.046 -0.523
N -0.063 1.932 -1.167
B 0.752 3.100 0.988
N 1.990 2.215 1.286
N 2.063 0.872 1.035
C 3.323 0.488 1.328
C 3.883 -0.882 1.134
C 4.044 1.582 1.789
C 3.174 2.659 1.749
C 3.471 4.062 2.122
N -0.465 2.635 1.803
N -1.105 1.445 1.599
C -2.198 1.456 2.383
C -3.202 0.360 2.467
C -2.252 2.649 3.093
C -1.145 3.377 2.698
C -0.776 4.742 3.139
H -1.018 1.951 -4.397
H -0.150 0.580 -3.727
H -1.804 0.950 -3.185
H -0.090 4.208 -3.513
H 0.785 6.096 -1.899
H 0.170 5.879 -0.258
H 1.850 5.490 -0.624
H 1.003 4.207 1.273
H 3.265 -1.497 0.483
H 4.878 -0.795 0.698
H 4.003 -1.396 2.088
H 5.068 1.586 2.104
H 4.486 4.129 2.501
H 3.386 4.718 1.259
H 2.782 4.417 2.885
H -3.246 -0.216 1.544
H -2.974 -0.297 3.308
H -4.185 0.793 2.649
H -3.000 2.945 3.798
H -1.465 5.070 3.911
H 0.236 4.772 3.530
H -0.835 5.442 2.309
N 1.954 -0.316 -1.721
C 2.309 -1.614 -2.335
C 1.112 -2.262 -3.026
C -0.006 -2.692 -2.075
N -0.876 -1.557 -1.663
H 1.722 0.318 -2.489
H 2.811 0.075 -1.320
H 2.681 -2.282 -1.553
H 3.114 -1.492 -3.073
H 1.477 -3.148 -3.550
H 0.714 -1.582 -3.784
H 0.423 -3.141 -1.174
H -0.602 -3.458 -2.582
H -1.740 -1.965 -1.298
H -1.159 -1.086 -2.526
C 0.053 -5.441 3.988
C -0.314 -4.005 4.354
N -0.962 -3.277 3.264
C -2.403 -3.480 3.126
C -2.804 -4.414 1.984
C -0.281 -2.461 2.459
C 1.201 -2.329 2.642
N -0.802 -1.760 1.482
H 0.647 -5.864 4.792
H 0.644 -5.485 3.076
H -0.832 -6.058 3.861
H 0.578 -3.467 4.669
H -1.003 -4.016 5.202
H -2.911 -2.516 3.011
H -2.754 -3.916 4.061
H -2.561 -4.003 1.006
H -3.879 -4.580 2.024
H -2.313 -5.378 2.080
H 1.691 -3.300 2.650
H 1.447 -1.809 3.567
H 1.583 -1.740 1.808
H -1.810 -1.908 1.436
*
```


[2]
DFT (ωB97M-V/def2-TZVPD) results for a 6-piece molecular cluster, C24H46ClNO16 overall at a distorted geometry.

The value obtained for the LUMO energy is 0.533 eV. Its gap between HOMO and LUMO is 10.36 eV. For the largest force on an atom, the calculation gives 3.4 eV/A. The value obtained for the energy relative to the best compared isomer or geometry (same formula, charge and spin) is 10.5 kcal per mole. For the HOMO energy, the calculation gives -9.824 eV. The calculated total energy comes out at -72407.3546 eV. The SMILES is CC[C@@H]1C(=O)NC[C@H]1C[C@@H](C)Cl.COC(=O)OC.COC(=O)OC.COC(=O)OC.COC(=O)OC.COC(=O)OC.

Structure (ORCA input):
```
! RIJCOSX wB97M-V def2-TZVPD def2/J DEFGRID3
* xyz 0 1
C -0.800 -1.383 0.373
C 0.210 -0.950 -0.684
C 1.630 -0.799 -0.198
C 2.299 -2.072 0.311
O 1.832 -3.146 0.379
N 3.541 -1.663 0.745
C 3.436 -0.241 1.129
C 1.908 0.107 0.990
C 1.832 1.618 0.784
C 0.891 2.328 1.740
C 1.150 2.068 3.205
Cl 1.135 4.115 1.474
H -1.766 -0.989 0.085
H -0.911 -2.455 0.391
H -0.593 -1.017 1.370
H -0.113 -0.055 -1.197
H 0.221 -1.723 -1.444
H 2.207 -0.342 -1.003
H 3.871 -2.316 1.449
H 3.929 0.287 0.314
H 3.903 0.006 2.069
H 1.534 -0.246 1.940
H 2.792 2.107 0.807
H 1.436 1.774 -0.214
H -0.133 2.149 1.462
H 1.963 2.671 3.574
H 1.355 1.031 3.434
H 0.280 2.377 3.767
C -2.709 -5.055 -0.112
O -3.687 -4.020 -0.261
C -4.916 -4.457 -0.533
O -5.252 -5.606 -0.655
O -5.718 -3.392 -0.647
C -7.079 -3.710 -0.939
H -1.762 -4.569 0.104
H -2.966 -5.712 0.717
H -2.610 -5.629 -1.031
H -7.513 -4.313 -0.143
H -7.156 -4.232 -1.891
H -7.615 -2.767 -1.005
C 8.032 4.828 4.828
O 6.910 5.694 4.651
C 5.767 5.065 4.372
O 5.625 3.873 4.265
O 4.811 5.983 4.232
C 3.523 5.443 3.928
H 8.886 5.463 5.047
H 7.866 4.151 5.664
H 8.230 4.264 3.918
H 3.182 4.791 4.732
H 3.544 4.903 2.985
H 2.836 6.280 3.839
C 1.673 -5.983 -1.541
O 0.612 -6.943 -1.509
C 0.501 -7.684 -2.611
O 1.198 -7.610 -3.590
O -0.524 -8.525 -2.442
C -0.766 -9.389 -3.553
H 1.652 -5.451 -0.594
H 2.637 -6.477 -1.650
H 1.520 -5.270 -2.349
H 0.098 -10.023 -3.743
H -1.012 -8.811 -4.443
H -1.615 -10.012 -3.287
C -4.429 -0.615 -1.467
O -4.832 0.743 -1.262
C -4.013 1.447 -0.479
O -3.005 1.033 0.039
O -4.498 2.685 -0.365
C -3.701 3.535 0.464
H -5.173 -1.068 -2.115
H -3.457 -0.657 -1.956
H -4.400 -1.157 -0.523
H -2.701 3.642 0.046
H -3.650 3.141 1.478
H -4.178 4.510 0.488
C 1.268 4.422 -2.017
O 0.658 4.960 -3.192
C -0.596 5.373 -3.013
O -1.218 5.325 -1.983
O -1.047 5.843 -4.177
C -2.393 6.321 -4.137
H 2.275 4.118 -2.291
H 1.326 5.171 -1.233
H 0.719 3.550 -1.666
H -2.486 7.149 -3.437
H -3.078 5.519 -3.866
H -2.631 6.671 -5.138
*
```


[3]
DFT (ωB97M-V/def2-TZVPD) results for C24H46HfN5O5 as an isolated structure at a distorted geometry.

The value obtained for the LUMO energy is -18.642 eV. Its gap between HOMO and LUMO is 1.76 eV. For the largest force on an atom, the calculation gives 8.7 eV/A. For the HOMO energy, the calculation gives -20.402 eV. The calculated total energy comes out at -44560.4887 eV.

Structure (ORCA input):
```
! RIJCOSX wB97M-V def2-TZVPD def2/J DEFGRID3
* xyz 5 1
C 4.934 -2.383 -6.622
C 3.606 -2.455 -5.835
C 3.329 -1.201 -4.998
N 1.915 -1.134 -4.335
C 0.903 -0.747 -5.360
C 1.570 -2.556 -3.785
C 0.672 -2.253 -2.599
C 0.690 -0.752 -2.305
C 1.857 -0.205 -3.157
H 5.074 -1.360 -6.969
H 4.991 -3.136 -7.406
H 5.837 -2.627 -6.059
H 3.498 -3.405 -5.306
H 2.723 -2.610 -6.466
H 3.325 -0.327 -5.649
H 4.061 -1.058 -4.205
H -0.115 -0.831 -4.977
H 1.007 -1.427 -6.201
H 0.986 0.315 -5.585
H 1.171 -3.063 -4.659
H 2.474 -3.061 -3.457
H -0.378 -2.478 -2.793
H 0.983 -2.897 -1.778
H -0.213 -0.239 -2.643
H 0.805 -0.493 -1.253
H 1.742 0.842 -3.424
H 2.796 -0.342 -2.620
C 4.127 0.176 3.330
C 2.922 0.446 4.209
N 1.957 -0.669 4.126
C 1.464 -1.131 2.946
C 0.513 -2.090 3.200
N 0.460 -2.199 4.562
C 1.303 -1.324 5.126
C -0.415 -3.192 5.272
H 4.692 -0.687 3.679
H 4.818 1.010 3.460
H 3.885 0.124 2.271
H 2.381 1.362 3.957
H 3.126 0.617 5.267
H 1.695 -0.736 1.971
H -0.095 -2.711 2.565
H 1.322 -1.080 6.177
H 0.241 -3.697 5.978
H -0.769 -3.929 4.557
H -1.201 -2.595 5.725
Hf -5.526 -1.532 0.157
C -1.918 1.239 0.270
C -2.011 -0.305 0.325
O -3.302 -0.812 0.225
H -2.149 1.528 -0.757
H -0.911 1.635 0.413
H -2.514 1.788 0.997
H -1.562 -0.531 1.304
H -1.337 -0.792 -0.387
C -4.373 1.165 -3.785
N -4.776 1.498 -2.354
O -4.691 2.641 -2.035
O -5.177 0.588 -1.616
H -5.156 0.585 -4.269
H -3.474 0.557 -3.690
H -4.128 2.100 -4.277
C -5.442 3.086 1.409
N -6.340 1.942 1.033
O -7.424 2.205 0.649
O -5.861 0.774 1.044
H -5.311 2.901 2.475
H -6.046 3.981 1.269
H -4.607 3.215 0.726
C -0.566 1.881 5.065
C -0.459 1.806 3.704
C 0.206 2.841 3.043
C 0.792 3.921 3.740
C 0.690 3.974 5.124
C 0.060 2.924 5.816
H -1.189 1.148 5.563
H -0.875 1.006 3.109
H 0.182 2.811 1.962
H 1.358 4.681 3.218
H 1.109 4.789 5.698
H 0.060 2.949 6.898
*
```


[4]
DFT (ωB97M-V/def2-TZVPD) results for a 3-piece molecular cluster, C24H46NO5S2 overall at a distorted geometry.

The value obtained for the LUMO energy is 1.936 eV. Its gap between HOMO and LUMO is 3.49 eV. For the largest force on an atom, the calculation gives 2.3 eV/A. For the HOMO energy, the calculation gives -1.550 eV. The calculated total energy comes out at -59025.5854 eV.

Structure (ORCA input):
```
! RIJCOSX wB97M-V def2-TZVPD def2/J DEFGRID3
* xyz -1 1
C -1.998 2.812 -2.726
C -1.285 1.874 -3.070
C -0.258 0.653 -3.301
C 0.977 0.913 -2.291
C 1.425 -0.418 -1.501
N 2.717 -0.955 -1.950
C 3.828 -0.206 -1.339
C 4.614 -1.042 -0.230
C 3.726 -1.353 1.080
C 4.029 -0.325 2.283
C 2.838 -0.203 3.336
C 2.102 1.206 3.365
C 1.399 1.603 1.993
C 2.268 2.516 1.040
C 2.404 4.035 1.545
C 3.665 4.675 0.788
O 3.467 4.806 -0.625
C 4.128 3.775 -1.383
H -2.285 3.776 -2.229
H 0.064 0.597 -4.376
H -0.788 -0.266 -2.918
H 1.848 1.428 -2.785
H 0.553 1.629 -1.506
H 0.572 -1.164 -1.546
H 1.576 -0.091 -0.410
H 3.536 0.814 -0.930
H 4.582 -0.004 -2.183
H 5.560 -0.512 0.146
H 4.985 -2.047 -0.619
H 2.627 -1.451 0.850
H 4.066 -2.391 1.414
H 4.901 -0.800 2.847
H 4.423 0.670 1.913
H 3.296 -0.337 4.375
H 2.122 -1.079 3.218
H 2.751 2.049 3.764
H 1.257 1.097 4.127
H 0.463 2.204 2.257
H 1.028 0.646 1.522
H 1.742 2.580 0.032
H 3.304 2.129 0.825
H 1.473 4.563 1.154
H 2.498 4.090 2.667
H 4.612 4.133 1.086
H 3.774 5.736 1.201
H 3.343 3.003 -1.685
H 4.921 3.207 -0.818
H 4.571 4.192 -2.346
C -6.136 -1.745 -3.639
C -5.146 -1.072 -4.594
C -3.926 -0.649 -3.771
S -3.832 -1.786 -2.398
O -4.073 -1.056 -1.174
O -2.685 -2.642 -2.571
C -5.305 -2.713 -2.801
H -6.931 -2.262 -4.178
H -6.598 -0.992 -2.994
H -4.842 -1.789 -5.362
H -5.593 -0.216 -5.103
H -3.005 -0.709 -4.350
H -4.046 0.357 -3.367
H -5.806 -3.031 -1.888
H -5.002 -3.583 -3.386
C -3.738 -2.834 2.020
C -4.183 -2.696 3.479
C -2.956 -2.942 4.359
S -1.534 -2.457 3.381
O -0.740 -3.631 3.113
O -0.963 -1.254 3.938
C -2.445 -2.037 1.904
H -4.498 -2.467 1.328
H -3.551 -3.888 1.790
H -4.561 -1.683 3.649
H -4.988 -3.391 3.724
H -2.987 -2.345 5.270
H -2.848 -3.998 4.609
H -1.861 -2.292 1.021
H -2.642 -0.963 1.927
*
```